(1)
This record from the OMol25 dataset describes a 2-piece molecular cluster, C34H50ClF8N3O6PS4 overall at a distorted geometry. The level of theory is ωB97M-V/def2-TZVPD.

Properties
- Kohn-Sham gap (hartree) = 0.2746
- total charge = +1
- HOMO level (eV) = -9.946
- 2S+1 = 1

Each line ends with the Mulliken charge.
Cartesian coordinates (Å):
1 C -3.198 -0.762 -0.843  -1.54
2 C -2.185 -0.237 0.186  0.71
3 C -2.713 1.067 0.751  -1.45
4 N -1.875 1.709 1.789  -0.27
5 C -0.477 1.593 1.692  -0.63
6 C 0.274 0.956 2.704  1.07
7 P -0.614 0.191 4.075  0.24
8 S -1.429 1.507 5.263  -0.40
9 C 1.685 0.883 2.645  0.48
10 C 2.506 0.241 3.739  -2.08
11 C 2.349 1.418 1.532  0.09
12 C 3.850 1.334 1.366  -0.16
13 C 4.264 0.238 0.398  -0.51
14 O 4.441 -1.022 1.025  -0.66
15 C 1.609 2.042 0.517  -1.82
16 C 0.219 2.127 0.608  0.98
17 S -0.668 2.935 -0.689  -0.39
18 C 0.317 2.410 -2.057  -0.10
19 C -0.308 2.123 -3.264  1.21
20 Cl -2.022 2.296 -3.382  -0.25
21 C 0.445 1.699 -4.365  -0.19
22 S -0.401 1.309 -5.877  -0.18
23 C 1.836 1.556 -4.229  1.27
24 C 2.658 1.145 -5.426  -1.81
25 C 3.413 2.305 -6.088  0.25
26 O 4.308 1.678 -6.994  -0.59
27 C 2.544 3.248 -6.899  0.70
28 F 3.325 4.145 -7.529  -0.32
29 F 1.864 2.612 -7.841  -0.26
30 F 1.700 3.947 -6.139  -0.22
31 C 2.465 1.809 -2.985  0.16
32 C 3.962 1.574 -2.819  0.61
33 C 4.462 0.121 -3.041  -1.19
34 C 5.656 0.054 -4.012  -0.67
35 O 6.758 -0.612 -3.387  -0.54
36 C 1.701 2.272 -1.905  -2.01
37 N 2.286 2.620 -0.626  1.50
38 S 2.540 4.275 -0.404  1.53
39 O 1.536 5.105 -0.981  -0.72
40 O 2.797 4.462 0.990  -0.68
41 C 4.096 4.769 -1.294  0.65
42 F 4.052 6.096 -1.281  -0.28
43 F 4.072 4.378 -2.567  -0.22
44 C 5.443 4.367 -0.642  0.56
45 F 5.620 3.057 -0.653  -0.15
46 F 5.544 4.820 0.579  -0.24
47 F 6.400 4.916 -1.378  -0.30
48 H -3.305 -0.009 -1.623  0.38
49 H -2.838 -1.658 -1.340  0.43
50 H -4.176 -0.902 -0.390  0.30
51 H -1.242 -0.118 -0.341  0.23
52 H -2.115 -0.979 0.983  -0.04
53 H -3.671 0.856 1.227  0.63
54 H -2.924 1.789 -0.030  0.35
55 H -2.203 1.490 2.716  0.41
56 H 0.163 -0.779 4.719  0.12
57 H -1.657 -0.531 3.456  -0.16
58 H 3.346 0.888 3.962  0.37
59 H 2.938 -0.708 3.437  0.31
60 H 1.974 0.130 4.673  0.67
61 H 4.350 1.136 2.305  0.71
62 H 4.191 2.310 1.043  -0.45
63 H 5.242 0.492 -0.007  0.39
64 H 3.578 0.145 -0.445  0.21
65 H 3.604 -1.282 1.419  0.30
66 H -0.765 2.538 -6.268  0.20
67 H 2.055 0.682 -6.198  1.07
68 H 3.435 0.445 -5.175  -0.19
69 H 4.005 2.858 -5.360  0.30
70 H 4.821 2.353 -7.451  0.42
71 H 4.492 2.295 -3.430  0.52
72 H 4.196 1.826 -1.795  -0.76
73 H 4.869 -0.242 -2.107  0.42
74 H 3.665 -0.517 -3.404  0.67
75 H 5.999 1.054 -4.275  0.13
76 H 5.401 -0.441 -4.948  0.52
77 H 7.036 -1.318 -3.973  0.35
78 C -5.295 -1.978 1.715  -1.22
79 C -5.975 -2.970 2.634  -0.67
80 N -5.478 -4.396 2.526  -0.07
81 C -5.745 -4.875 1.126  -1.07
82 C -6.317 -5.294 3.411  -0.33
83 C -6.234 -5.079 4.914  -1.18
84 C -3.986 -4.564 2.739  -0.68
85 C -3.356 -4.023 4.010  -0.56
86 O -3.512 -2.627 4.092  0.01
87 C -3.605 -2.097 5.416  -0.63
88 H -5.478 -2.193 0.663  0.48
89 H -5.712 -0.991 1.914  0.44
90 H -4.222 -1.916 1.879  0.26
91 H -7.040 -3.017 2.401  0.59
92 H -5.880 -2.666 3.670  0.25
93 H -6.800 -4.735 0.909  0.40
94 H -5.484 -5.928 1.068  0.43
95 H -5.134 -4.311 0.430  0.46
96 H -6.030 -6.317 3.169  0.38
97 H -7.342 -5.138 3.079  0.48
98 H -5.382 -5.593 5.350  0.36
99 H -7.118 -5.524 5.369  0.43
100 H -6.212 -4.031 5.207  0.25
101 H -3.514 -4.084 1.884  0.49
102 H -3.801 -5.637 2.676  0.40
103 H -2.286 -4.261 3.942  0.31
104 H -3.728 -4.523 4.901  0.32
105 H -3.220 -2.783 6.171  0.40
106 H -4.651 -1.865 5.639  0.25
107 H -3.037 -1.168 5.452  0.00

(2)
This record from the OMol25 dataset describes C34H51As3IrO4P2 as an isolated structure at a distorted geometry. The level of theory is ωB97M-V/def2-TZVPD.

Properties
- Kohn-Sham gap (alpha / beta) (hartree) = 0.1958 / 0.1216
- total charge = +2
- HOMO level (alpha / beta) (eV) = -10.177 / -13.138
- 2S+1 = 6

Each line ends with the Mulliken spin population.
Cartesian coordinates (Å):
1 Ir -0.297 0.276 1.849  2.17
2 C 0.486 1.594 -1.627  0.07
3 As 0.726 1.650 0.347  0.10
4 C 2.652 1.359 0.308  0.06
5 C 0.573 3.494 0.971  0.03
6 C -0.756 4.327 0.835  -0.05
7 C -0.512 5.592 1.754  0.04
8 C -1.948 3.507 1.428  0.04
9 As -2.110 1.596 1.039  0.01
10 C -3.702 1.106 2.201  0.05
11 C -2.791 1.355 -0.812  0.06
12 C -1.068 4.802 -0.610  0.10
13 As -2.275 6.405 -0.769  0.70
14 C -1.894 6.835 -2.689  0.08
15 C -3.970 5.418 -0.899  0.04
16 H 0.756 2.636 -1.964  0.01
17 H -0.542 1.434 -1.879  -0.01
18 H 1.073 0.757 -2.029  -0.01
19 H 3.199 2.286 0.057  0.01
20 H 2.802 0.580 -0.425  -0.02
21 H 2.936 1.033 1.312  -0.01
22 H 1.370 4.053 0.492  0.00
23 H 0.789 3.437 2.062  0.02
24 H -0.178 5.289 2.764  0.00
25 H -1.474 6.205 1.864  -0.01
26 H 0.275 6.200 1.314  0.00
27 H -2.925 3.952 1.177  0.00
28 H -1.878 3.519 2.512  0.01
29 H -3.528 1.531 3.196  0.00
30 H -3.661 0.006 2.232  0.01
31 H -4.644 1.470 1.755  0.01
32 H -3.841 1.057 -0.719  0.00
33 H -2.234 0.516 -1.279  -0.01
34 H -2.707 2.224 -1.459  0.00
35 H -1.435 3.990 -1.243  0.00
36 H -0.184 5.225 -1.102  -0.01
37 H -0.893 7.317 -2.694  0.00
38 H -2.652 7.502 -3.143  0.00
39 H -1.807 5.885 -3.249  0.03
40 H -4.521 5.500 0.081  0.00
41 H -3.861 4.353 -1.146  0.03
42 H -4.501 5.977 -1.662  0.00
43 O -4.404 -2.571 0.741  0.17
44 C -3.421 -2.765 1.346  0.38
45 C -2.564 -3.311 2.289  -0.06
46 C -3.102 -4.068 3.328  0.25
47 C -2.293 -4.653 4.289  -0.08
48 C -0.914 -4.542 4.137  0.22
49 C -0.356 -3.860 3.046  -0.09
50 C -1.125 -3.177 2.140  0.20
51 P -0.269 -2.171 0.905  0.09
52 C 1.492 -2.803 0.967  -0.01
53 C 2.494 -2.186 1.698  0.02
54 C 3.701 -2.840 2.037  0.00
55 C 3.978 -4.083 1.494  0.00
56 C 3.031 -4.678 0.657  0.00
57 C 1.828 -4.035 0.387  0.02
58 C -0.951 -2.739 -0.671  0.00
59 C -1.555 -4.003 -0.764  0.05
60 C -2.327 -4.383 -1.831  0.00
61 C -2.420 -3.511 -2.930  0.01
62 C -1.673 -2.317 -2.937  -0.01
63 C -0.984 -1.904 -1.805  0.02
64 H -4.200 -4.104 3.442  0.01
65 H -2.708 -5.104 5.196  0.00
66 H -0.199 -4.983 4.878  0.01
67 H 0.736 -3.840 2.981  0.02
68 H 2.306 -1.189 2.118  0.00
69 H 4.348 -2.395 2.808  0.00
70 H 4.914 -4.572 1.733  0.00
71 H 3.306 -5.546 0.068  0.00
72 H 1.105 -4.529 -0.257  0.00
73 H -1.417 -4.709 0.055  0.01
74 H -2.888 -5.306 -1.851  0.00
75 H -3.084 -3.749 -3.763  0.00
76 H -1.680 -1.717 -3.795  0.00
77 H -0.383 -0.986 -1.769  0.01
78 C 3.869 -0.165 -4.360  0.00
79 P 3.764 -1.493 -3.096  0.00
80 C 5.280 -1.228 -2.064  0.00
81 C 3.845 -3.092 -3.929  0.00
82 O 2.497 -1.334 -2.310  0.01
83 H 4.760 -0.250 -5.016  0.00
84 H 3.810 0.754 -3.788  0.00
85 H 2.978 -0.221 -5.023  0.00
86 H 6.175 -1.444 -2.667  0.00
87 H 5.252 -1.879 -1.165  0.00
88 H 5.300 -0.156 -1.786  0.00
89 H 4.835 -3.564 -3.886  0.00
90 H 3.511 -2.896 -4.965  0.00
91 H 3.110 -3.757 -3.452  0.00
92 O 1.914 0.930 3.803  0.07
93 C 0.987 0.212 4.277  -0.03
94 O 0.169 -0.480 3.532  0.18
95 H 0.774 0.145 5.379  0.00

(3)
This record from the OMol25 dataset describes C34H51BCl3N2O8SV as an isolated structure at a distorted geometry. The level of theory is ωB97M-V/def2-TZVPD.

Properties
- Kohn-Sham gap (alpha / beta) (hartree) = 0.2514 / 0.2534
- total charge = +1
- relative energy (zero: lowest compared OMol25 entry of this formula, charge and spin) (kJ/mol) = 245.9
- HOMO level (alpha / beta) (eV) = -10.266 / -10.201
- 2S+1 = 2

Each line ends with the Mulliken spin population.
Cartesian coordinates (Å):
1 V 0.429 -0.585 0.131  1.12
2 C 3.707 -4.541 0.123  0.00
3 N 2.831 -4.176 1.226  0.00
4 C 3.444 -4.032 2.541  0.00
5 C 1.573 -3.781 0.973  0.02
6 O 1.043 -3.819 -0.135  0.00
7 C 0.781 -3.255 2.165  0.00
8 O -0.381 -2.571 1.736  0.02
9 C -1.323 -3.330 1.030  0.01
10 C -1.374 -2.799 -0.386  0.01
11 O -0.575 -1.868 -0.657  0.01
12 N -2.208 -3.268 -1.281  0.00
13 C -2.255 -2.710 -2.633  0.00
14 C -3.029 -4.451 -1.042  0.00
15 H 4.189 -5.495 0.334  0.00
16 H 3.118 -4.624 -0.784  0.00
17 H 4.474 -3.777 -0.014  0.00
18 H 4.338 -4.650 2.568  0.00
19 H 3.727 -2.995 2.740  0.00
20 H 2.779 -4.384 3.328  0.00
21 H 0.518 -4.076 2.840  0.00
22 H 1.361 -2.514 2.709  0.00
23 H -1.068 -4.390 1.006  0.00
24 H -2.311 -3.203 1.489  0.00
25 H -1.676 -1.794 -2.675  0.00
26 H -1.859 -3.438 -3.341  0.00
27 H -3.293 -2.495 -2.883  0.00
28 H -3.230 -4.587 0.015  0.00
29 H -3.977 -4.325 -1.561  0.00
30 H -2.528 -5.339 -1.431  0.00
31 Cl 3.913 3.212 6.159  0.00
32 C 3.386 1.962 5.088  0.00
33 C 3.978 0.655 5.253  0.00
34 C 3.607 -0.382 4.484  0.00
35 Cl 4.330 -1.933 4.684  0.00
36 C 2.550 -0.264 3.466  0.00
37 O 2.112 -1.236 2.864  0.00
38 C 2.060 1.117 3.258  0.00
39 C 1.236 1.417 2.227  0.01
40 O 0.847 0.548 1.334  -0.10
41 C 2.480 2.194 4.130  0.00
42 H 4.738 0.523 6.012  0.00
43 H 0.880 2.434 2.075  0.00
44 H 2.070 3.185 3.984  0.00
45 C -1.054 1.748 -4.178  0.00
46 C -1.174 2.223 -2.738  -0.01
47 C -2.492 2.953 -2.546  0.00
48 O -1.210 1.031 -1.904  -0.01
49 B -0.020 0.937 -1.227  -0.01
50 O 0.793 2.011 -1.421  0.01
51 C 0.093 3.002 -2.216  0.00
52 C 1.047 3.473 -3.298  0.00
53 C -0.231 4.156 -1.276  0.00
54 H -1.923 1.135 -4.420  0.00
55 H -0.158 1.143 -4.320  0.00
56 H -1.023 2.587 -4.873  0.00
57 H -3.308 2.304 -2.868  0.00
58 H -2.524 3.861 -3.150  0.00
59 H -2.661 3.221 -1.505  0.00
60 H 1.376 2.655 -3.934  0.00
61 H 1.930 3.899 -2.823  0.00
62 H 0.584 4.244 -3.917  0.00
63 H -0.860 3.826 -0.447  0.00
64 H -0.735 4.971 -1.796  0.00
65 H 0.703 4.534 -0.861  0.00
66 Cl 3.917 1.179 0.203  0.00
67 C 3.671 0.801 -1.483  -0.02
68 C 4.314 1.593 -2.418  0.00
69 C 4.156 1.328 -3.768  -0.01
70 C 3.359 0.263 -4.165  0.01
71 C 2.730 -0.520 -3.211  -0.01
72 C 2.859 -0.273 -1.842  0.09
73 C 2.161 -1.141 -0.860  -0.04
74 H 4.937 2.411 -2.081  0.00
75 H 4.660 1.943 -4.501  0.00
76 H 3.242 0.032 -5.216  0.00
77 H 2.118 -1.359 -3.526  0.00
78 H 2.803 -1.378 -0.002  -0.01
79 H 1.857 -2.080 -1.327  -0.03
80 C -5.711 0.612 -1.080  0.00
81 C -4.576 0.888 -0.099  0.00
82 C -4.542 -0.156 1.008  0.00
83 S -2.990 -0.241 1.922  0.00
84 O -1.927 -0.172 0.856  -0.04
85 C -2.972 1.375 2.762  0.00
86 C -2.363 2.508 1.942  0.00
87 C -1.836 3.617 2.848  0.00
88 H -5.773 1.398 -1.833  0.00
89 H -6.677 0.564 -0.574  0.00
90 H -5.558 -0.337 -1.599  0.00
91 H -4.704 1.881 0.335  0.00
92 H -3.614 0.879 -0.618  0.00
93 H -4.641 -1.162 0.588  0.00
94 H -5.337 -0.030 1.747  0.00
95 H -2.372 1.193 3.657  0.00
96 H -3.995 1.578 3.084  0.00
97 H -3.104 2.916 1.253  0.00
98 H -1.561 2.100 1.323  0.00
99 H -2.634 4.059 3.446  0.00
100 H -1.384 4.418 2.260  0.00
101 H -1.082 3.234 3.540  0.00